# 1
A structure of composition C36H47LaN2OP2S2 at a distorted geometry, computed with ωB97M-V/def2-TZVPD.

Results
Total charge: +2
Highest occupied orbital energy, eV: -13.41
Energy, eV: -84223.4366
LUMO, Ha: -0.1877
Frontier orbital gap, eV: 8.3

Positions of all 91 atoms, in Å:
La1 -0.779 0.369 -0.148
O1 1.995 -0.047 -0.336
C1 2.923 0.912 0.219
C2 3.054 0.781 1.728
C3 1.726 1.015 2.470
C4 1.163 2.376 2.166
C5 1.663 3.498 2.814
C6 1.170 4.752 2.498
C7 0.181 4.847 1.528
C8 -0.260 3.693 0.919
N1 0.215 2.470 1.219
H1 2.409 -0.914 -0.286
H2 2.535 1.895 -0.049
H3 3.899 0.794 -0.254
H4 3.795 1.509 2.064
H5 3.437 -0.213 1.976
H6 1.900 0.919 3.542
H7 1.008 0.240 2.190
H8 2.432 3.374 3.565
H9 1.549 5.633 2.998
H10 -0.246 5.801 1.255
H11 -1.030 3.742 0.158
C9 0.724 1.213 -5.447
C10 0.990 0.794 -4.003
C11 1.715 1.905 -3.234
P1 -0.526 0.241 -3.067
C12 -0.696 -1.578 -3.411
C13 -0.732 -1.943 -4.892
C14 0.395 -2.356 -2.666
C15 -1.958 1.060 -3.916
C16 -1.986 2.540 -3.521
C17 -3.269 0.378 -3.545
H12 1.678 1.364 -5.955
H13 0.178 2.156 -5.491
H14 0.168 0.463 -6.007
H15 1.634 -0.091 -4.003
H16 1.152 2.839 -3.258
H17 2.688 2.098 -3.688
H18 1.878 1.622 -2.192
H19 -1.656 -1.841 -2.953
H20 0.228 -1.748 -5.371
H21 -1.509 -1.399 -5.429
H22 -0.940 -3.010 -4.995
H23 1.378 -2.200 -3.113
H24 0.178 -3.424 -2.712
H25 0.447 -2.070 -1.609
H26 -1.800 0.980 -4.992
H27 -2.234 2.650 -2.462
H28 -2.751 3.066 -4.094
H29 -1.033 3.038 -3.705
H30 -3.389 0.366 -2.464
H31 -3.330 -0.648 -3.907
H32 -4.113 0.929 -3.964
N2 -0.051 -1.696 1.201
C18 -0.299 -2.682 1.745
C19 -0.626 -3.890 2.397
C20 -0.722 -3.935 3.793
C21 -1.086 -5.116 4.407
C22 -1.356 -6.245 3.641
C23 -1.259 -6.200 2.255
C24 -0.896 -5.027 1.625
H33 -0.507 -3.048 4.375
H34 -1.162 -5.161 5.484
H35 -1.644 -7.167 4.128
H36 -1.467 -7.083 1.668
H37 -0.816 -4.973 0.547
S1 -3.105 1.847 0.400
P2 -4.183 0.126 0.412
S2 -3.009 -1.484 0.050
C25 -5.492 0.231 -0.842
C26 -5.878 -0.889 -1.571
C27 -6.916 -0.784 -2.484
C28 -7.561 0.431 -2.668
C29 -7.174 1.547 -1.939
C30 -6.138 1.451 -1.023
C31 -5.105 0.010 1.966
C32 -6.159 -0.900 2.024
C33 -6.960 -0.949 3.151
C34 -6.715 -0.090 4.215
C35 -5.653 0.800 4.163
C36 -4.844 0.856 3.038
H38 -5.367 -1.833 -1.429
H39 -7.218 -1.650 -3.058
H40 -8.373 0.504 -3.380
H41 -7.679 2.494 -2.078
H42 -5.829 2.319 -0.454
H43 -6.356 -1.566 1.192
H44 -7.784 -1.649 3.194
H45 -7.364 -0.108 5.081
H46 -5.457 1.461 4.997
H47 -4.024 1.561 2.989

---

# 2
A structure of composition C36H47N6O5SSr at a distorted geometry, computed with ωB97M-V/def2-TZVPD.

Results
Total charge: +1
Highest occupied orbital energy, eV: -10.90
Energy, eV: -68940.6406
LUMO, Ha: -0.1077
Frontier orbital gap, eV: 8.0

Positions of all 96 atoms, in Å:
Sr1 -0.174 0.676 0.820
C1 2.617 -2.271 2.440
C2 2.417 -1.204 3.460
C3 3.466 -0.795 4.256
C4 3.318 0.240 5.178
C5 2.041 0.713 5.499
C6 0.943 0.349 4.781
C7 -0.419 0.958 5.055
C8 1.203 -0.570 3.732
N1 0.087 -1.006 2.852
C9 -0.741 -1.951 3.170
C10 -0.632 -2.711 4.428
C11 -1.825 -2.291 2.155
C12 -2.762 -3.397 2.410
N2 -1.817 -1.562 1.119
C13 -2.733 -1.626 0.083
C14 -3.877 -0.837 0.135
C15 -4.294 -0.082 1.403
C16 -4.704 -0.705 -0.957
C17 -4.462 -1.360 -2.166
C18 -3.290 -2.166 -2.300
C19 -2.464 -2.333 -1.152
C20 -1.222 -3.184 -1.248
H1 3.553 -2.769 2.586
H2 2.623 -1.966 1.351
H3 1.947 -3.121 2.584
H4 4.405 -1.263 4.038
H5 4.195 0.575 5.731
H6 1.852 1.414 6.303
H7 -0.892 0.431 5.872
H8 -1.133 0.885 4.167
H9 -0.201 1.981 5.441
H10 0.297 -2.676 5.022
H11 -0.781 -3.736 4.343
H12 -1.406 -2.325 5.082
H13 -3.255 -3.215 3.379
H14 -2.184 -4.290 2.651
H15 -3.488 -3.550 1.612
H16 -4.237 -0.666 2.276
H17 -5.341 0.226 1.201
H18 -3.630 0.750 1.538
H19 -5.639 -0.134 -0.854
H20 -5.154 -1.286 -3.022
H21 -3.068 -2.629 -3.288
H22 -1.610 -4.222 -1.268
H23 -0.482 -3.122 -0.436
H24 -0.747 -3.061 -2.232
C21 -3.742 2.427 -2.179
N3 -2.798 2.543 -1.062
C22 -3.057 2.946 0.164
S1 -1.805 3.280 1.309
N4 -4.306 3.247 0.511
C23 -4.671 3.841 1.767
H25 -3.258 2.035 -3.118
H26 -4.180 3.369 -2.509
H27 -4.447 1.613 -1.957
H28 -1.803 2.367 -1.314
H29 -5.034 3.060 -0.134
H30 -4.123 4.759 1.845
H31 -4.510 3.217 2.629
H32 -5.773 3.975 1.640
O1 2.119 1.532 0.878
C24 3.040 1.623 0.059
C25 4.500 1.281 0.388
C26 5.262 0.337 -0.595
C27 4.452 -0.161 -1.866
C28 4.279 1.007 -2.838
C29 3.775 2.291 -2.186
N5 2.779 2.086 -1.171
H33 4.421 0.811 1.404
H34 5.000 2.245 0.463
H35 5.673 -0.553 -0.061
H36 6.201 0.820 -0.896
H37 3.485 -0.429 -1.415
H38 4.845 -0.993 -2.405
H39 3.573 0.719 -3.638
H40 5.136 1.260 -3.350
H41 3.284 2.962 -2.913
H42 4.594 2.878 -1.783
H43 1.844 2.516 -1.266
O2 0.136 -0.534 -1.210
C30 0.143 0.388 -2.027
O3 -0.231 1.547 -1.629
C31 0.655 0.216 -3.364
C32 1.299 -0.954 -3.636
C33 1.721 -1.217 -4.889
C34 1.625 -0.197 -5.854
C35 1.074 1.034 -5.571
C36 0.615 1.312 -4.289
N6 2.086 -0.530 -7.213
O4 1.921 0.316 -8.075
O5 2.630 -1.640 -7.455
H44 1.420 -1.672 -2.844
H45 2.279 -2.182 -5.191
H46 1.250 1.747 -6.381
H47 0.324 2.337 -4.003